Model A:
A 2-piece molecular cluster, C6H14N2 overall, computed with wB97M-V/def2-TZVPD.

Values from the calculation:
Lowest unoccupied orbital energy: 0.0301 Eh
SMILES: [H]/N=C(/C)N.C=C(C)C
Charge: 0
E_HOMO: -9.0424 eV
Frontier orbital gap: 9.86 eV
Molar mass: 114.19 g mol⁻¹

Cartesian coordinates (Å):
H -2.12311 0.08750 -3.74860
N -1.11751 -0.05659 -3.67649
C -0.68659 -0.09655 -2.48437
C 0.78285 -0.32717 -2.26138
N -1.44455 0.04061 -1.35252
H 0.94541 -1.14428 -1.56002
H 1.24857 -0.56454 -3.21286
H 1.24941 0.56934 -1.85348
H -1.03095 0.41371 -0.42792
H -2.42987 0.20518 -1.46876
C -0.16069 -1.30323 1.19805
C 0.33890 -0.21185 1.72723
C 1.02219 -0.11142 3.04659
C 0.12625 1.26104 1.05950
H -0.06224 -2.26397 1.67844
H -0.70303 -1.24479 0.23277
H 0.50989 0.59878 3.69540
H 2.04300 0.24864 2.91507
H 1.05559 -1.08098 3.53870
H 0.94556 1.86885 1.45130
H -0.78055 1.67602 1.50506
H 0.27149 1.43568 -0.00171

***

Model B:
One molecule with the formula C6H14N2, computed with wB97M-V/def2-TZVPD.

Values from the calculation:
Lowest unoccupied orbital energy: 0.0369 Eh
SMILES: CC(C)/N=C\N(C)C
Charge: 0
E_HOMO: -8.4936 eV
Frontier orbital gap: 9.50 eV
Molar mass: 114.19 g mol⁻¹

Cartesian coordinates (Å):
C -2.22237 -0.98163 -0.60181
C -1.80937 0.11814 0.36938
C -1.47610 1.35594 -0.52162
N -0.66685 -0.30340 1.20310
C 0.46823 -0.60783 0.77868
N 1.23500 -0.02988 -0.23142
C 2.24046 -0.97020 -0.65981
C 1.91622 1.26347 0.16450
H -3.07867 -0.57614 -1.13083
H -1.37374 -1.10747 -1.28875
H -2.37556 -1.97395 -0.13191
H -2.56680 0.32733 1.14331
H -0.84536 2.14304 -0.12566
H -0.95671 0.91071 -1.43067
H -2.44974 1.79561 -0.90564
H 1.04260 -1.24632 1.47318
H 3.10654 -1.01601 0.04313
H 2.71030 -0.58322 -1.52306
H 1.81880 -1.95174 -0.77066
H 2.59445 0.98722 1.03096
H 1.21039 2.04509 0.36837
H 2.48407 1.51151 -0.72947

***

Most stable structure, least stable structure: model A, model B.

***

Model A:
A 2-piece molecular cluster, C6H14N2 overall, computed with wB97M-V/def2-TZVPD.

Values from the calculation:
Lowest unoccupied orbital energy: 0.0343 Eh
SMILES: [H]/N=C\N.C=C(C)CC
Charge: 0
E_HOMO: -8.9552 eV
Frontier orbital gap: 9.89 eV
Molar mass: 114.19 g mol⁻¹

Cartesian coordinates (Å):
H -1.69549 -1.06970 -2.50292
N -1.37683 -0.39709 -1.79751
C -2.24955 -0.12492 -0.91227
N -3.31515 -0.86562 -0.52251
H -1.53290 0.35582 -0.19610
H -3.69431 -1.55663 -1.15483
H -3.73211 -0.73312 0.38121
C 0.84797 -1.08095 1.19275
C 1.29382 -0.26976 0.24313
C 1.86318 -0.79504 -1.04116
C 1.22999 1.23338 0.30765
C 0.61810 1.82086 1.57327
H 0.47292 -0.72553 2.13704
H 0.97752 -2.14928 1.11741
H 2.80058 -0.29537 -1.28469
H 2.04036 -1.86697 -0.98743
H 1.15409 -0.59594 -1.84625
H 2.24653 1.62323 0.18738
H 0.65959 1.56963 -0.56375
H 1.19500 1.53742 2.45212
H 0.60249 2.90822 1.50945
H -0.40581 1.47735 1.70800

***

Model B:
One molecule with the formula C6H14N2, computed with wB97M-V/def2-TZVPD.

Values from the calculation:
Lowest unoccupied orbital energy: 0.0367 Eh
SMILES: NCCN1CCCC1
Charge: 0
E_HOMO: -8.3497 eV
Frontier orbital gap: 9.35 eV
Molar mass: 114.19 g mol⁻¹

Cartesian coordinates (Å):
N 1.74950 2.45626 -1.36743
C 1.81751 1.14589 -0.64047
C 0.52135 0.52177 -1.11364
N 0.26579 -0.57815 -0.14060
C -0.97604 -1.27112 -0.54727
C -1.60458 -1.85124 0.75275
C -1.34361 -0.47872 1.66406
C 0.19116 -0.21568 1.29647
H 1.28696 3.17909 -0.88530
H 1.50117 2.49799 -2.37978
H 2.87137 0.68291 -0.78149
H 1.98763 1.35078 0.43372
H -0.28055 1.24009 -1.22112
H 0.97035 0.00353 -2.06156
H -1.84342 -0.78123 -0.97224
H -0.71980 -2.13972 -1.34204
H -2.75046 -2.10008 0.79925
H -1.17490 -2.75542 1.13159
H -1.61025 -0.86810 2.72608
H -2.02425 0.28705 1.39989
H 0.31202 0.75937 1.49135
H 0.85304 -1.08527 1.75779

***

Most stable structure, least stable structure: model A, model B.

***

Model A:
One molecule with the formula C6H14N2, computed with wB97M-V/def2-TZVPD.

Values from the calculation:
Lowest unoccupied orbital energy: 0.0343 Eh
SMILES: CC(C)=C(C)C(N)N
Charge: 0
E_HOMO: -8.2710 eV
Frontier orbital gap: 9.20 eV
Molar mass: 114.19 g mol⁻¹

Cartesian coordinates (Å):
C 1.97014 -1.29256 0.01989
C 0.94204 -0.18968 0.13440
C 1.46466 1.01191 0.87928
C -0.33098 -0.32649 -0.34085
C -0.81368 -1.66390 -0.86934
C -1.37257 0.75242 -0.49265
N -2.18405 0.69468 0.76820
N -0.95336 2.10123 -0.57872
H 2.04503 -1.85187 0.95788
H 2.95451 -0.86653 -0.20590
H 1.75295 -1.99704 -0.78798
H 2.01047 1.68049 0.20615
H 0.68160 1.57199 1.39684
H 2.14884 0.69719 1.67552
H -0.50357 -1.80256 -1.90909
H -0.43694 -2.49200 -0.26036
H -1.90554 -1.73880 -0.82965
H -2.00481 0.54710 -1.36216
H -1.58412 0.52961 1.57181
H -2.87126 -0.05261 0.72080
H -0.94751 2.49398 0.35474
H -0.06187 2.19344 -1.04882

***

Model B:
One molecule with the formula C6H14N2, computed with wB97M-V/def2-TZVPD.

Values from the calculation:
Lowest unoccupied orbital energy: 0.0384 Eh
SMILES: CCN(C)N=C(C)C
Charge: 0
E_HOMO: -7.9179 eV
Frontier orbital gap: 8.96 eV
Molar mass: 114.19 g mol⁻¹

Cartesian coordinates (Å):
C 1.80839 2.07466 -0.55533
C 2.00813 0.60074 -0.27000
N 0.87310 0.06100 0.66955
C 1.09132 -1.22118 1.31717
N -0.22063 0.33497 -0.05305
C -1.35166 -0.23413 -0.15662
C -1.86165 -1.53676 0.42429
C -2.34032 0.48060 -1.04163
H 1.63987 2.61148 0.36795
H 0.94319 2.21846 -1.19018
H 2.70758 2.48610 -1.03022
H 2.08339 0.01395 -1.19575
H 2.91715 0.43464 0.31026
H 1.16290 -2.06456 0.61973
H 2.03891 -1.15974 1.84439
H 0.27985 -1.41763 2.01901
H -1.78894 -1.57108 1.51129
H -2.91533 -1.69143 0.17667
H -1.29538 -2.38496 0.03079
H -3.31412 0.52779 -0.56101
H -2.00303 1.48829 -1.25380
H -2.46274 -0.05121 -1.98351

***

Most stable structure, least stable structure: model A, model B.

***

Model A:
One molecule with the formula C6H14N2, computed with wB97M-V/def2-TZVPD.

Values from the calculation:
Lowest unoccupied orbital energy: 0.0367 Eh
SMILES: CCN/C=C/CCN
Charge: 0
E_HOMO: -7.0680 eV
Frontier orbital gap: 8.07 eV
Molar mass: 114.19 g mol⁻¹

Cartesian coordinates (Å):
C 2.96648 -1.98917 -1.33698
C 1.49533 -1.59876 -1.00776
N 1.35438 -0.32436 -0.33610
C 0.23175 -0.20933 0.28480
C -0.06001 0.81457 1.10606
C -1.29235 1.31689 1.69732
C -2.59594 1.17039 0.76747
N -2.59980 2.01326 -0.41049
H 3.72209 -1.26306 -1.25006
H 3.22626 -2.63138 -2.22008
H 3.36165 -2.69960 -0.56262
H 1.13070 -2.42384 -0.35396
H 1.18115 -1.46587 -2.09560
H 1.99911 0.38676 -0.40782
H -0.46403 -1.13026 0.25506
H 0.67164 1.43893 1.41932
H -1.70478 0.67221 2.43693
H -1.14608 2.38322 1.87723
H -2.65941 0.08519 0.60579
H -3.50774 1.34576 1.32198
H -1.78703 2.05528 -1.00520
H -3.52335 2.05317 -0.78532

***

Model B:
One molecule with the formula C6H14N2, computed with wB97M-V/def2-TZVPD.

Values from the calculation:
Lowest unoccupied orbital energy: 0.0292 Eh
SMILES: [H]/N=C(\N)CC(C)(C)C
Charge: 0
E_HOMO: -8.7312 eV
Frontier orbital gap: 9.52 eV
Molar mass: 114.19 g mol⁻¹

Cartesian coordinates (Å):
H 0.18967 -0.68903 -3.18883
N 0.13228 -0.29327 -2.25385
C 0.73548 -0.95879 -1.34472
N 1.29520 -2.18900 -1.55934
C 0.63420 -0.60499 0.11534
C -0.28631 0.55355 0.54858
C -0.70511 0.16917 2.13147
C -1.51423 0.66234 -0.29343
C 0.47997 1.87333 0.56866
H 1.33846 -2.56840 -2.49140
H 1.58205 -2.77082 -0.79205
H 1.64951 -0.41108 0.47258
H 0.26976 -1.49426 0.65120
H -1.38552 -0.68212 2.12409
H 0.16871 -0.04511 2.74970
H -1.21665 1.03891 2.54091
H -2.08662 -0.26290 -0.29982
H -1.11577 0.61697 -1.44828
H -2.17388 1.45023 0.06312
H 1.29176 1.83583 1.29216
H 0.89953 2.07532 -0.41952
H -0.18247 2.69411 0.83343

***

Most stable structure, least stable structure: model B, model A.